No. 1
# C25H23F3N5ORhS

C25H23F3N5ORhS as an isolated structure (ωB97M-V/def2-TZVPD, OMol25).

```
59
Properties=species:S:1:pos:R:3:nbo_charge:R:1
Rh 2.14 0.07 -0.91 0.54
N 6.12 -0.64 -1.90 -0.79
C 4.82 -0.62 -1.57 0.70
O 4.25 0.47 -1.36 -0.65
C 4.06 -1.91 -1.48 -0.54
C 2.94 -1.74 -0.46 -0.52
H 6.62 0.23 -1.98 0.41
H 6.60 -1.51 -2.07 0.40
H 4.74 -2.74 -1.25 0.21
H 3.66 -2.10 -2.48 0.23
H 3.37 -1.74 0.55 0.20
H 2.24 -2.58 -0.51 0.21
C -2.94 3.49 -0.06 -0.66
C -1.77 3.51 -0.96 0.36
N -1.67 4.18 -2.06 -0.26
N -0.43 3.86 -2.54 -0.37
C 0.25 3.01 -1.76 0.26
S 1.76 2.35 -2.09 -0.21
N -0.61 2.79 -0.73 -0.22
N -0.30 2.06 0.39 -0.64
H -3.69 4.17 -0.45 0.25
H -2.67 3.79 0.95 0.23
H -3.36 2.48 -0.01 0.24
H -0.10 4.24 -3.41 0.43
H -0.39 2.58 1.24 0.38
H -0.68 1.12 0.38 0.41
C 0.32 -1.52 4.33 -0.22
C 0.19 -2.05 3.03 -0.22
C 0.79 -1.43 1.96 -0.18
C 1.55 -0.24 2.12 -0.17
C 2.17 0.45 1.04 0.08
C 2.93 1.56 1.31 -0.31
C 3.08 2.06 2.62 -0.21
C 2.47 1.44 3.66 -0.24
C 1.69 0.28 3.44 0.03
C 1.06 -0.39 4.52 -0.22
H -0.15 -2.01 5.17 0.21
H -0.38 -2.96 2.87 0.21
H 0.67 -1.85 0.97 0.23
H 3.41 2.09 0.49 0.22
H 3.69 2.94 2.78 0.21
H 2.57 1.81 4.68 0.20
H 1.17 0.03 5.52 0.21
F -7.05 -2.24 -0.77 -0.33
C -6.26 -2.52 -1.82 0.98
F -6.36 -3.85 -2.05 -0.33
F -6.82 -1.91 -2.89 -0.33
C -4.84 -2.09 -1.61 -0.17
C -3.89 -2.45 -2.55 -0.18
C -2.57 -2.06 -2.39 -0.18
C -2.18 -1.30 -1.27 -0.11
C -3.16 -0.96 -0.33 -0.16
C -4.48 -1.35 -0.49 -0.19
C -0.82 -0.90 -1.10 -0.18
C 0.33 -0.54 -0.93 -0.17
H -4.18 -3.03 -3.42 0.23
H -1.83 -2.33 -3.12 0.22
H -2.87 -0.40 0.55 0.20
H -5.22 -1.09 0.25 0.23
```

gap between HOMO and LUMO = 0.283 Eh
charge = 0
F_max = 0.010 Eh/bohr
ΔE to the lowest compared entry with this formula, charge and spin = 12.73 kcal/mol
2S+1 = 1
M = 601.46 g/mol

---

No. 2
# C25H23I2MnN4O3

C25H23I2MnN4O3 as an isolated structure (ωB97M-V/def2-TZVPD, OMol25).

```
58
Properties=species:S:1:pos:R:3:nbo_charge:R:1
Mn 0.51 -0.61 0.22 1.63
I -3.71 0.33 6.06 0.24
C -2.94 0.12 4.15 -0.17
C -3.49 -0.80 3.27 -0.25
C -2.94 -0.98 2.01 -0.22
I -3.76 -2.41 0.75 0.24
C -1.84 -0.22 1.61 0.29
O -1.26 -0.47 0.40 -0.73
C -1.33 0.76 2.46 -0.13
C -0.34 1.82 2.02 -0.23
N 0.71 1.42 1.03 -0.67
C 0.79 2.34 -0.12 -0.27
C 0.93 1.67 -1.47 0.24
C 1.33 2.37 -2.59 -0.23
C 1.30 1.74 -3.83 -0.10
C 0.86 0.43 -3.92 -0.23
C 0.50 -0.22 -2.76 0.06
N 0.55 0.39 -1.56 -0.56
C -1.87 0.90 3.74 -0.21
H -4.35 -1.40 3.57 0.25
H 0.14 2.25 2.90 0.23
H -0.92 2.62 1.57 0.22
H 1.61 1.43 1.51 0.40
H 1.58 3.09 0.00 0.24
H -0.15 2.89 -0.17 0.25
H 1.65 3.40 -2.50 0.25
H 1.60 2.28 -4.72 0.26
H 0.80 -0.09 -4.87 0.26
H 0.16 -1.25 -2.77 0.23
H -1.46 1.65 4.40 0.23
O 2.98 -3.27 5.95 -0.72
C 1.61 -3.42 5.67 -0.10
C 1.34 -2.90 4.29 0.10
C 0.10 -3.09 3.69 -0.22
C -0.14 -2.55 2.44 0.10
N 0.80 -1.87 1.78 -0.56
C 2.04 -1.76 2.31 0.17
C 2.33 -2.24 3.57 -0.22
C 3.04 -1.18 1.38 0.26
C 4.38 -1.07 1.68 -0.22
C 5.27 -0.63 0.70 0.10
C 6.74 -0.52 1.02 -0.10
O 6.83 -0.04 2.34 -0.71
C 4.76 -0.32 -0.55 -0.23
C 3.40 -0.42 -0.78 0.08
N 2.55 -0.83 0.17 -0.57
H 3.18 -3.64 6.81 0.50
H 0.98 -2.84 6.37 0.21
H 1.28 -4.46 5.72 0.21
H -0.68 -3.65 4.18 0.25
H -1.08 -2.68 1.93 0.24
H 3.32 -2.14 4.00 0.27
H 4.76 -1.32 2.66 0.26
H 7.23 0.14 0.30 0.20
H 7.18 -1.52 0.92 0.21
H 7.75 -0.05 2.62 0.50
H 5.41 0.01 -1.36 0.25
H 2.98 -0.16 -1.74 0.22
```

gap between HOMO and LUMO (alpha / beta) = 0.228 / 0.230 Eh
charge = +2
F_max = 0.013 Eh/bohr
⟨S²⟩ = 6.053
ΔE to the lowest compared entry with this formula, charge and spin = 0.00 kcal/mol
2S+1 = 5
M = 736.23 g/mol

---

No. 3
# C25H23N7OPtS2

C25H23N7OPtS2 as an isolated structure in a non-equilibrium geometry (ωB97M-V/def2-TZVPD, OMol25).

```
59
Properties=species:S:1:pos:R:3:nbo_charge:R:1
Pt -0.27 -2.07 -1.08 0.58
N 3.34 -2.78 -1.69 -0.80
C 2.50 -3.83 -1.83 0.28
N 1.22 -3.70 -1.85 -0.54
C 0.56 -4.89 -1.99 0.12
C 1.38 -5.97 -2.08 -0.42
S 3.04 -5.50 -1.99 0.37
C -0.89 -4.86 -1.99 0.13
C -1.72 -5.93 -2.03 -0.44
S -3.37 -5.41 -2.04 0.35
C -2.80 -3.74 -1.98 0.33
N -1.51 -3.63 -1.94 -0.57
N -3.66 -2.73 -2.04 -0.79
H 2.90 -1.99 -1.22 0.42
H 4.29 -2.97 -1.40 0.40
H 1.12 -7.00 -2.19 0.24
H -1.48 -6.97 -2.07 0.24
H -4.65 -2.91 -2.03 0.40
H -3.34 -1.75 -2.00 0.46
C 0.47 -0.82 0.24 -0.40
C 0.43 0.16 0.98 -0.14
C 0.40 1.28 1.80 -0.25
C 1.65 1.84 2.24 0.05
C 2.81 1.54 1.50 -0.24
C 4.05 1.98 1.92 -0.20
C 4.17 2.74 3.07 -0.24
C 3.04 3.07 3.79 -0.20
C 1.80 2.62 3.40 -0.24
C -0.90 1.79 2.14 0.03
C -2.03 0.96 1.99 -0.23
C -3.29 1.41 2.31 -0.21
C -3.49 2.70 2.78 -0.23
C -2.40 3.55 2.88 -0.22
C -1.13 3.12 2.55 -0.25
H 2.71 0.94 0.61 0.21
H 4.92 1.71 1.34 0.20
H 5.15 3.07 3.39 0.21
H 3.13 3.67 4.69 0.21
H 0.94 2.82 4.03 0.22
H -1.89 -0.05 1.63 0.23
H -4.13 0.74 2.20 0.21
H -4.47 3.04 3.05 0.21
H -2.53 4.57 3.23 0.21
H -0.31 3.82 2.58 0.21
C 0.35 3.31 -1.29 -0.42
N -0.41 2.13 -1.61 -0.39
C -1.82 1.97 -1.35 -0.33
C -2.05 0.54 -1.84 0.69
O -3.13 -0.03 -1.85 -0.64
N -0.86 0.03 -2.25 -0.65
C 0.07 0.96 -2.06 0.68
N 1.35 0.76 -2.38 -0.79
H -0.34 4.14 -1.15 0.23
H 1.03 3.55 -2.11 0.20
H 0.92 3.17 -0.37 0.22
H -2.44 2.69 -1.89 0.23
H -2.05 2.02 -0.28 0.26
H 1.60 -0.21 -2.53 0.42
H 2.05 1.34 -1.95 0.40
```

gap between HOMO and LUMO (alpha / beta) = 0.160 / 0.160 Eh
charge = 0
F_max = 0.062 Eh/bohr
2S+1 = 1
M = 696.72 g/mol

---

No. 4
# C25H24AlO17P2S

C25H24AlO17P2S as an isolated structure (ωB97M-V/def2-TZVPD, OMol25).

```
70
Properties=species:S:1:pos:R:3:nbo_charge:R:1
C -2.98 -2.42 -4.06 -0.95
P -1.57 -1.78 -3.03 0.45
O -2.26 -0.22 -2.69 -1.02
Al -2.03 -2.87 -0.95 0.71
P -0.56 -1.46 0.37 0.24
S 1.33 -2.11 0.66 -0.74
H -3.53 -1.56 -4.46 0.23
H -2.57 -2.97 -4.91 0.22
H -3.70 -3.06 -3.54 0.21
H -2.30 -0.12 -1.72 0.48
H -1.60 -4.41 -0.93 -0.34
H -3.55 -2.58 -0.45 -0.37
H -0.52 -0.19 -0.22 -0.03
H -1.13 -1.04 1.59 -0.03
C -7.82 2.20 -3.82 -0.42
C -7.10 1.68 -4.83 0.33
C -5.74 1.01 -4.61 0.54
O -5.22 0.57 -5.62 -0.57
C -5.19 0.94 -3.28 -0.42
C -5.91 1.48 -2.28 0.34
C -7.27 2.13 -2.49 0.48
O -7.82 2.56 -1.49 -0.56
O -5.53 1.50 -1.02 -0.62
O -7.46 1.67 -6.09 -0.63
H -8.78 2.67 -3.97 0.24
H -4.22 0.48 -3.12 0.28
H -6.26 1.93 -0.53 0.51
H -6.72 1.21 -6.56 0.51
C 5.12 0.54 3.39 -0.40
C 5.39 1.85 3.31 0.32
C 4.34 2.89 2.93 0.47
O 4.74 4.05 2.92 -0.59
C 3.02 2.46 2.60 -0.47
C 2.73 1.14 2.65 0.43
C 3.77 0.11 3.11 0.46
O 3.38 -1.04 3.21 -0.52
O 1.57 0.62 2.34 -0.67
O 6.58 2.40 3.55 -0.64
H 5.84 -0.21 3.66 0.24
H 2.28 3.20 2.31 0.26
H 1.64 -0.37 2.32 0.54
H 6.43 3.36 3.41 0.50
C 6.23 -6.20 3.20 -0.42
C 6.58 -4.92 3.03 0.35
C 5.58 -3.84 2.61 0.48
O 6.05 -2.72 2.51 -0.56
C 4.20 -4.20 2.38 -0.39
C 3.86 -5.49 2.55 0.34
C 4.85 -6.56 2.98 0.48
O 4.40 -7.69 3.11 -0.56
O 2.64 -5.96 2.38 -0.61
O 7.79 -4.43 3.20 -0.63
H 6.93 -6.97 3.50 0.24
H 3.50 -3.43 2.09 0.28
H 2.69 -6.92 2.58 0.50
H 7.70 -3.47 2.99 0.51
C -0.08 2.91 0.06 -0.42
C -0.83 2.76 -1.05 0.36
C -1.65 3.89 -1.66 0.48
O -2.28 3.62 -2.66 -0.54
C -1.63 5.19 -1.02 -0.44
C -0.88 5.34 0.08 0.41
C -0.05 4.20 0.68 0.46
O 0.59 4.51 1.68 -0.58
O -0.76 6.46 0.77 -0.65
O -0.92 1.63 -1.70 -0.63
H 0.49 2.10 0.49 0.26
H -2.21 5.99 -1.45 0.24
H -0.14 6.24 1.50 0.51
H -1.51 1.73 -2.48 0.54
```

gap between HOMO and LUMO = 0.191 Eh
charge = -1
F_max = 0.013 Eh/bohr
2S+1 = 1
M = 717.45 g/mol

---

No. 5
# C25H24BrN3OTeV

C25H24BrN3OTeV as an isolated structure in a non-equilibrium geometry (ωB97M-V/def2-TZVPD, OMol25).

```
56
Properties=species:S:1:pos:R:3:lowdin_spin:R:1
V 0.61 -1.35 0.10 1.95
C 4.69 -1.89 -0.54 0.00
C 3.48 -1.29 0.09 0.01
O 2.31 -1.47 -0.36 0.02
N 3.68 -0.52 1.15 0.02
C 2.65 0.20 1.89 0.01
C 1.81 -0.77 2.70 0.01
C 2.12 -1.07 4.02 0.00
C 1.38 -2.03 4.70 0.01
C 0.36 -2.69 4.02 0.00
C 0.11 -2.34 2.70 0.01
N 0.80 -1.39 2.05 -0.01
H 4.44 -2.39 -1.48 0.00
H 5.15 -2.62 0.13 0.00
H 5.43 -1.12 -0.73 0.00
H 4.64 -0.44 1.49 0.00
H 2.02 0.77 1.18 0.00
H 3.15 0.91 2.55 0.00
H 2.93 -0.55 4.52 0.00
H 1.60 -2.26 5.73 0.00
H -0.24 -3.45 4.49 0.00
H -0.67 -2.87 2.15 0.00
Te 0.31 0.53 -1.82 -0.07
C 0.82 2.52 -1.19 0.00
C 0.49 2.96 0.09 0.00
C 0.70 4.29 0.40 0.00
C 1.22 5.16 -0.55 0.00
C 1.54 4.71 -1.82 0.00
C 1.33 3.38 -2.15 0.00
C -1.80 0.88 -1.78 0.00
C -2.47 0.90 -3.00 0.00
C -3.84 1.15 -3.01 0.00
C -4.51 1.37 -1.82 0.00
C -3.83 1.35 -0.61 0.00
C -2.47 1.11 -0.59 0.00
H 0.09 2.28 0.83 0.00
H 0.44 4.66 1.38 0.00
H 1.40 6.19 -0.30 0.00
H 1.93 5.39 -2.56 0.00
H 1.56 3.03 -3.15 0.00
H -1.94 0.75 -3.93 0.00
H -4.37 1.19 -3.95 0.00
H -5.57 1.58 -1.84 0.00
H -4.37 1.53 0.31 0.00
H -1.93 1.13 0.36 0.00
Br -4.66 -1.79 1.01 0.00
C -3.27 -2.20 -0.21 0.00
C -3.50 -2.90 -1.40 0.02
C -2.44 -3.11 -2.26 0.00
C -1.17 -2.66 -1.91 0.01
N -0.95 -2.02 -0.76 -0.01
C -1.97 -1.78 0.07 0.02
H -4.50 -3.25 -1.64 0.00
H -2.60 -3.64 -3.19 0.00
H -0.32 -2.80 -2.57 0.00
H -1.77 -1.24 0.99 0.00
```

gap between HOMO and LUMO (alpha / beta) = 0.237 / 0.253 Eh
charge = +3
F_max = 0.048 Eh/bohr
⟨S²⟩ = 2.035
2S+1 = 3
M = 640.93 g/mol

---

No. 6
# C25H24BrNO2Tb

C25H24BrNO2Tb as an isolated structure in a non-equilibrium geometry (ωB97M-V/def2-TZVPD, OMol25).

```
54
Properties=species:S:1:pos:R:3:lowdin_spin:R:1
C -1.80 -0.67 -1.09 0.00
C -1.70 -1.24 0.22 0.00
C -2.12 -0.24 1.15 0.00
H -1.48 -2.28 0.46 0.00
C -2.44 0.95 0.43 0.00
C -2.23 0.69 -0.96 -0.01
H -2.45 1.38 -1.79 0.00
H -1.62 -1.20 -2.02 0.00
H -2.34 -0.41 2.21 0.00
H -2.89 1.85 0.86 0.00
Tb 0.14 0.42 0.00 6.06
Br 2.08 -0.91 -1.20 -0.03
C 2.61 0.70 -4.45 0.00
C 1.54 1.51 -4.95 0.00
C 0.55 0.63 -5.49 0.00
H 1.50 2.59 -4.94 0.00
C 1.01 -0.72 -5.33 0.00
C 2.29 -0.67 -4.69 0.00
H 2.91 -1.52 -4.43 0.00
H 3.52 1.07 -3.97 0.00
H -0.38 0.93 -5.96 0.00
H 0.50 -1.61 -5.66 0.00
C 5.24 0.37 4.20 0.00
C 4.12 -0.63 4.03 0.00
C 4.35 -1.75 3.23 0.00
C 3.36 -2.72 3.06 0.00
C 2.13 -2.55 3.68 0.00
C 1.86 -1.39 4.42 0.00
N 0.55 -1.20 4.88 0.00
C -0.20 -0.03 4.90 0.00
C -1.18 0.16 5.90 0.00
C -1.75 1.42 6.09 0.00
C -1.38 2.50 5.27 0.00
C -0.52 2.30 4.20 0.00
C 0.03 1.03 3.98 0.00
C 0.48 0.77 2.62 0.00
O 0.55 1.78 1.79 0.00
O 0.61 -0.42 2.11 -0.01
C 2.89 -0.46 4.68 0.00
C 2.70 0.69 5.62 0.00
H 4.95 1.37 3.85 0.00
H 5.55 0.47 5.25 0.00
H 6.12 0.07 3.64 0.00
H 5.32 -1.86 2.75 0.00
H 3.55 -3.59 2.44 0.00
H 1.33 -3.29 3.53 0.00
H 0.06 -2.02 5.22 0.00
H -1.44 -0.68 6.55 0.00
H -2.45 1.57 6.91 0.00
H -1.80 3.49 5.44 0.00
H -0.31 3.11 3.49 0.00
H 2.58 1.64 5.08 0.00
H 1.84 0.57 6.28 0.00
H 3.59 0.80 6.25 0.00
```

gap between HOMO and LUMO (alpha / beta) = 0.155 / 0.159 Eh
charge = -1
F_max = 0.052 Eh/bohr
⟨S²⟩ = 12.615
ΔE to the lowest compared entry with this formula, charge and spin = 66.89 kcal/mol
2S+1 = 7
M = 609.30 g/mol

---

No. 7
# C25H24ClN2O5S

A 2-piece molecular cluster, C25H24ClN2O5S overall in a non-equilibrium geometry (ωB97M-V/def2-TZVPD, OMol25).

```
58
Properties=species:S:1:pos:R:3:nbo_charge:R:1
C -3.40 -5.01 0.75 -0.23
O -3.10 -3.66 1.19 -0.51
C -1.82 -3.24 1.33 0.22
C -1.55 -1.88 1.39 -0.20
C -0.22 -1.39 1.53 -0.13
C 0.06 -0.02 1.30 -0.01
C 1.34 0.59 1.28 -0.18
C 2.57 -0.10 1.07 -0.07
C 3.79 0.54 1.20 -0.33
C 3.86 1.93 1.47 0.23
N 5.07 2.56 1.60 -0.41
C 5.27 3.98 1.40 -0.40
C 6.31 1.82 1.73 -0.41
C 2.64 2.65 1.62 -0.30
C 1.43 2.01 1.47 -0.10
C 0.78 -2.33 1.93 -0.23
C 0.60 -3.68 1.72 0.27
O 1.67 -4.52 1.80 -0.54
C 1.83 -5.58 0.83 -0.26
C -0.73 -4.21 1.41 0.37
O -0.94 -5.43 1.22 -0.66
H -4.47 -4.93 0.52 0.17
H -2.84 -5.28 -0.15 0.19
H -3.24 -5.73 1.55 0.19
H -2.37 -1.18 1.28 0.22
H -0.80 0.63 1.16 0.24
H 2.55 -1.14 0.77 0.22
H 4.71 -0.04 1.07 0.21
H 4.32 4.50 1.25 0.22
H 5.79 4.41 2.26 0.19
H 5.90 4.15 0.51 0.19
H 6.17 0.91 2.33 0.21
H 6.71 1.53 0.74 0.19
H 7.05 2.47 2.22 0.20
H 2.67 3.70 1.88 0.21
H 0.50 2.57 1.50 0.23
H 1.73 -2.00 2.33 0.22
H 2.73 -6.11 1.16 0.18
H 0.96 -6.25 0.84 0.22
H 1.98 -5.16 -0.17 0.17
N -7.86 3.43 -4.99 -0.36
C -6.83 3.16 -4.51 0.30
C -5.57 2.82 -3.90 -0.22
C -4.46 2.50 -4.69 -0.17
C -3.23 2.20 -4.08 -0.19
C -3.11 2.22 -2.69 -0.29
S -1.53 1.88 -1.89 2.15
C -1.42 0.22 -1.49 -0.99
Cl -0.16 -0.70 -1.98 -0.01
O -0.52 2.20 -2.88 -0.98
O -1.60 2.65 -0.66 -1.00
C -4.22 2.55 -1.91 -0.16
C -5.44 2.84 -2.51 -0.17
H -4.55 2.48 -5.78 0.22
H -2.36 1.99 -4.70 0.24
H -2.23 -0.24 -0.94 0.21
H -4.12 2.61 -0.83 0.23
H -6.31 3.09 -1.89 0.22
```

gap between HOMO and LUMO = 0.176 Eh
charge = -1
F_max = 0.069 Eh/bohr
2S+1 = 1
M = 500.00 g/mol

---

No. 8
# C25H24ClN3O3S

C25H24ClN3O3S as an isolated structure in a non-equilibrium geometry (ωB97M-V/def2-TZVPD, OMol25).

```
57
Properties=species:S:1:pos:R:3:nbo_charge:R:1
O 2.93 2.35 2.49 -0.64
C 2.52 2.26 1.31 0.66
N 2.00 1.20 0.82 -0.62
H 1.44 1.04 -0.08 0.41
C 1.74 -0.22 1.55 -0.22
C 0.24 -0.46 2.06 0.30
C -0.45 -1.69 2.31 -0.34
C -1.71 -1.23 2.38 -0.30
C -1.81 0.13 2.47 0.04
O -0.52 0.60 2.26 -0.43
H -2.62 0.97 2.81 0.23
H -2.59 -1.85 2.59 0.23
H 0.09 -2.72 1.89 0.25
H 2.27 0.30 2.66 0.27
H 2.18 -0.94 1.12 0.19
C 2.18 3.45 0.52 -0.35
C 2.55 3.06 -1.05 -0.38
C 1.19 3.34 -1.84 -0.23
N 0.24 2.81 -1.34 -0.43
C -0.42 1.66 -1.77 0.64
O 0.02 1.24 -3.06 -0.72
C -1.59 0.96 -1.08 0.05
C -2.52 1.44 -0.38 -0.18
C -3.38 0.26 0.01 -0.36
C -2.76 -0.72 -1.06 0.22
N -1.57 -0.46 -1.49 -0.38
C -0.85 -1.53 -2.34 -0.21
C 0.39 -1.73 -1.68 -0.08
C 1.52 -1.33 -1.72 -0.13
C 2.76 -1.85 -1.16 -0.28
C 2.63 -2.83 -0.48 0.00
C 1.36 -3.57 -0.36 -0.27
C 0.30 -2.98 -0.82 -0.16
H -0.71 -3.62 -0.71 0.23
H 1.29 -4.50 0.39 0.24
Cl 4.07 -3.39 0.36 -0.03
H 3.72 -1.34 -1.55 0.25
H 1.67 -0.41 -2.21 0.22
H -1.53 -2.12 -2.64 0.22
H -0.67 -0.64 -3.12 0.30
C -3.40 -2.16 -0.45 -0.32
C -4.70 -1.79 0.41 -0.55
S -4.85 -0.26 0.73 0.61
H -5.35 -2.73 0.52 0.28
H -3.34 -2.99 -1.10 0.19
H -2.55 2.26 -0.13 0.19
C -0.17 3.14 0.05 -0.18
C 1.00 3.96 0.64 -0.39
H 0.71 4.32 1.57 0.25
H 0.73 5.17 0.20 0.20
H -1.12 3.94 -0.16 0.18
H -0.48 2.48 0.64 0.20
H 1.17 4.51 -2.13 0.19
H 1.42 2.88 -2.82 0.28
H 3.02 2.14 -1.13 0.21
H 3.30 4.01 -1.27 0.21
H 2.97 4.13 0.71 0.25
```

gap between HOMO and LUMO = 0.280 Eh
charge = 0
F_max = 0.361 Eh/bohr
ΔE to the lowest compared entry with this formula, charge and spin = 549.33 kcal/mol
2S+1 = 1
M = 482.00 g/mol